# 1
The following is a DFT calculation (ωB97M-V/def2-TZVPD) of C27H19ClN5O5Sn as an isolated structure.

```
58
Properties=species:S:1:pos:R:3:lowdin_charge:R:1
Sn -0.701 -0.234 0.125 1.71
C 3.516 1.540 -0.609 -0.04
C 4.096 0.848 -1.661 -0.03
C 3.311 0.003 -2.422 0.02
C 1.951 -0.131 -2.138 -0.29
N 1.402 0.519 -1.080 0.06
C 2.176 1.332 -0.350 -0.13
N 1.226 -0.921 -2.999 0.19
C -0.048 -1.006 -3.022 -0.28
N -0.931 -0.289 -2.229 0.04
C -2.189 -0.480 -2.708 -0.31
N -3.200 0.219 -2.331 0.19
C -3.147 1.188 -1.344 -0.28
C -4.358 1.817 -1.044 0.02
C -4.409 2.798 -0.074 -0.02
C -3.244 3.183 0.571 -0.03
C -2.066 2.546 0.234 -0.14
N -1.992 1.561 -0.678 0.01
C -2.174 -1.495 -3.777 -0.09
C -3.179 -2.119 -4.486 0.01
C -2.808 -3.100 -5.398 -0.05
C -1.465 -3.399 -5.630 -0.05
C -0.453 -2.741 -4.939 0.01
C -0.827 -1.813 -3.990 -0.09
H 4.081 2.237 -0.006 0.12
H 5.148 0.973 -1.885 0.12
H 3.714 -0.568 -3.246 0.12
H 1.689 1.859 0.463 0.12
H -5.244 1.479 -1.562 0.12
H -5.353 3.264 0.180 0.12
H -3.241 3.961 1.320 0.12
H -1.136 2.825 0.713 0.12
H -4.220 -1.865 -4.322 0.12
H -3.573 -3.644 -5.937 0.11
H -1.205 -4.159 -6.355 0.11
H 0.592 -2.955 -5.129 0.12
Cl -4.169 -1.157 3.771 0.64
C -2.417 -0.864 3.688 -0.46
C -2.039 -0.704 2.221 -0.69
O -1.439 -1.633 1.597 -0.04
O -2.325 0.388 1.651 -0.05
H -1.890 -1.704 4.122 0.09
H -2.199 0.070 4.192 0.09
O 3.585 -0.601 1.640 0.06
C 3.437 -0.209 2.938 -0.24
C 4.527 -0.200 3.802 -0.01
C 4.386 0.203 5.118 -0.06
C 3.151 0.619 5.596 -0.07
C 2.062 0.622 4.746 -0.01
C 2.194 0.225 3.417 -0.06
C 0.973 0.345 2.530 -0.55
O 0.146 1.230 2.746 0.06
O 0.913 -0.534 1.552 -0.12
H 4.490 -0.887 1.494 0.11
H 5.490 -0.545 3.436 0.12
H 5.246 0.191 5.776 0.11
H 3.040 0.953 6.619 0.11
H 1.094 0.960 5.095 0.12
```

Electronic energy (hartree): -2364.5868
Gap between HOMO and LUMO (eV): 5.7
Charge: +1
Lowest unoccupied orbital energy (eV): -5.5

=====

# 2
The following is a DFT calculation (ωB97M-V/def2-TZVPD) of a 14-piece molecular cluster, C43H91N15O28S overall.

```
178
Properties=species:S:1:pos:R:3:lowdin_charge:R:1
C 1.021 4.700 3.185 -0.12
O 2.237 4.502 2.403 -0.24
C 2.299 3.124 1.911 -0.23
C 3.741 2.715 1.336 -0.17
C 4.270 3.723 0.194 -0.19
C 3.305 3.771 -1.121 -0.18
C 3.584 2.557 -2.144 -0.21
C 2.262 1.856 -2.725 -0.19
C 1.449 2.936 -3.627 -0.20
C 0.526 2.262 -4.758 -0.20
C -0.985 2.882 -4.806 -0.18
C -0.913 4.516 -4.873 -0.21
C -2.339 5.200 -5.153 -0.19
C -3.243 5.443 -3.844 -0.16
C -2.900 4.494 -2.603 -0.12
C -1.659 4.605 -1.683 -0.01
C -1.423 3.639 -0.438 0.01
C -2.431 2.509 -0.019 -0.11
C -2.217 1.564 1.265 -0.17
C -1.785 0.076 0.788 -0.18
C -0.512 0.266 -0.199 -0.20
C 0.306 -1.127 -0.450 -0.20
C 1.463 -1.383 0.648 -0.19
C 0.832 -2.330 1.803 -0.21
C 1.930 -3.098 2.693 -0.21
C 2.876 -2.112 3.549 -0.20
C 2.076 -1.195 4.614 -0.15
C 1.947 -1.865 6.074 -0.23
O 0.608 -2.414 6.198 -0.26
C 0.087 -2.254 7.545 -0.10
C -3.698 2.361 -0.967 -0.22
N -4.719 1.356 -0.743 -0.26
S -5.852 1.620 -2.013 0.88
N -5.171 2.961 -2.871 -0.27
C -3.935 3.335 -2.226 -0.20
H 1.140 4.331 4.273 0.10
H 0.821 5.831 3.248 0.10
H 0.108 4.207 2.676 0.08
H 1.470 3.013 1.120 0.09
H 2.028 2.413 2.789 0.13
H 3.689 1.622 0.949 0.11
H 4.533 2.721 2.175 0.09
H 4.267 4.778 0.666 0.11
H 5.353 3.479 -0.138 0.10
H 3.555 4.774 -1.644 0.11
H 2.226 3.826 -0.742 0.09
H 4.207 2.968 -3.014 0.06
H 4.244 1.795 -1.576 0.12
H 1.577 1.533 -1.855 0.10
H 2.498 0.965 -3.411 0.11
H 0.777 3.516 -2.883 0.09
H 2.189 3.685 -4.100 0.11
H 0.394 1.149 -4.509 0.10
H 1.037 2.313 -5.785 0.11
H -1.631 2.500 -3.943 0.10
H -1.393 2.566 -5.848 0.11
H -0.255 4.734 -5.817 0.10
H -0.342 4.973 -3.990 0.08
H -2.859 4.621 -5.998 0.11
H -2.119 6.253 -5.594 0.11
H -4.336 5.196 -4.150 0.11
H -3.257 6.523 -3.468 0.11
H -0.868 5.405 -1.884 0.07
H -0.464 3.801 0.160 0.07
H -3.192 1.514 1.887 0.10
H -1.380 1.995 1.944 0.11
H -1.564 -0.550 1.719 0.10
H -2.675 -0.382 0.234 0.11
H 0.157 1.080 0.274 0.09
H -0.895 0.577 -1.250 0.11
H 0.851 -0.965 -1.462 0.10
H -0.418 -2.000 -0.594 0.11
H 1.887 -0.409 1.107 0.10
H 2.327 -1.914 0.088 0.12
H 0.170 -3.137 1.313 0.12
H 0.189 -1.662 2.474 0.09
H 2.606 -3.794 2.053 0.12
H 1.352 -3.765 3.449 0.08
H 3.486 -1.457 2.826 0.10
H 3.581 -2.786 4.167 0.11
H 2.673 -0.210 4.709 0.11
H 1.020 -0.901 4.285 0.11
H 2.021 -0.997 6.840 0.11
H 2.772 -2.637 6.294 0.12
H -0.444 -1.240 7.716 0.11
H -0.716 -3.079 7.687 0.09
H 0.948 -2.441 8.277 0.08
C -2.947 -5.043 9.008 0.04
N -2.555 -4.995 10.441 -0.44
O -3.167 -5.715 11.215 0.06
O -1.646 -4.235 10.738 0.05
H -3.762 -5.756 8.890 0.10
H -3.267 -4.042 8.721 0.10
H -2.073 -5.359 8.438 0.07
C 5.114 -2.161 9.466 0.05
N 4.013 -1.429 8.787 -0.43
O 2.952 -1.330 9.384 0.06
O 4.253 -0.977 7.677 0.04
H 4.760 -2.504 10.438 0.10
H 5.385 -3.006 8.835 0.10
H 5.947 -1.469 9.581 0.10
C -4.886 -1.188 -4.275 0.03
N -3.956 -2.071 -5.028 -0.44
O -2.821 -1.662 -5.215 0.07
O -4.400 -3.146 -5.405 0.05
H -4.360 -0.274 -4.004 0.07
H -5.731 -0.969 -4.926 0.10
H -5.203 -1.729 -3.383 0.10
C -2.124 -5.676 -5.279 0.05
N -1.457 -6.464 -4.210 -0.43
O -1.569 -6.063 -3.062 0.06
O -0.842 -7.462 -4.561 0.05
H -2.628 -4.824 -4.826 0.07
H -1.352 -5.342 -5.972 0.11
H -2.842 -6.331 -5.772 0.09
C -4.877 2.621 5.472 0.04
N -3.945 1.743 4.718 -0.44
O -2.814 2.160 4.523 0.05
O -4.383 0.665 4.346 0.06
H -4.357 3.540 5.737 0.09
H -5.727 2.832 4.825 0.10
H -5.185 2.081 6.367 0.10
C -10.006 -0.062 -1.594 0.04
N -8.849 -0.917 -1.967 -0.45
O -8.525 -1.796 -1.185 0.07
O -8.306 -0.674 -3.035 0.02
H -10.387 -0.389 -0.627 0.10
H -9.651 0.967 -1.540 0.10
H -10.765 -0.179 -2.367 0.10
C 7.636 3.880 -4.656 0.05
N 6.428 3.374 -3.953 -0.42
O 6.182 3.842 -2.849 0.05
O 5.770 2.524 -4.533 0.06
H 8.120 4.626 -4.027 0.10
H 8.297 3.031 -4.827 0.10
H 7.307 4.323 -5.596 0.10
C 7.051 1.516 2.504 0.03
N 7.528 0.881 1.248 -0.44
O 7.632 1.594 0.262 0.06
O 7.781 -0.313 1.296 0.06
H 6.866 2.573 2.315 0.09
H 6.132 1.011 2.800 0.09
H 7.831 1.390 3.253 0.10
C 0.254 8.772 -0.774 0.04
N 0.700 8.128 -2.037 -0.44
O 0.761 8.830 -3.034 0.07
O 0.974 6.938 -1.982 0.04
H 0.047 9.823 -0.970 0.10
H -0.647 8.256 -0.442 0.10
H 1.061 8.666 -0.049 0.10
C 1.954 5.466 -7.594 0.03
N 2.961 4.759 -8.429 -0.44
O 2.544 4.065 -9.343 0.06
O 4.135 4.926 -8.136 0.05
H 0.959 5.227 -7.965 0.09
H 2.076 5.119 -6.568 0.09
H 2.151 6.534 -7.677 0.10
C 0.623 -10.179 -3.884 0.03
N 0.712 -11.620 -3.533 -0.45
O 1.287 -12.356 -4.321 0.06
O 0.203 -11.963 -2.477 0.05
H 1.115 -10.019 -4.842 0.10
H -0.434 -9.920 -3.946 0.08
H 1.122 -9.617 -3.096 0.10
C 1.068 -6.006 5.022 0.04
N -0.090 -6.525 5.796 -0.43
O -0.293 -6.036 6.898 0.05
O -0.755 -7.404 5.272 0.07
H 1.564 -5.233 5.608 0.09
H 1.741 -6.842 4.838 0.11
H 0.682 -5.595 4.091 0.09
C -5.408 -8.194 -3.692 0.04
N -4.959 -8.836 -4.955 -0.44
O -4.902 -8.133 -5.954 0.05
O -4.680 -10.023 -4.901 0.07
H -5.621 -7.144 -3.888 0.09
H -6.306 -8.714 -3.360 0.10
H -4.601 -8.295 -2.967 0.10
```

Electronic energy (hartree): -5017.6211
Gap between HOMO and LUMO (eV): 7.1
Charge: 0
Lowest unoccupied orbital energy (eV): -1.2

=====

# 3
The following is a DFT calculation (ωB97M-V/def2-TZVPD) of H26O13Xe as an isolated structure.

```
40
Properties=species:S:1:pos:R:3:lowdin_charge:R:1
Xe 0.295 -0.407 -0.298 0.48
O -2.073 1.072 -3.514 -0.04
H -3.005 1.264 -3.415 0.06
H -1.926 0.304 -2.963 0.00
O -0.404 -3.269 1.677 -0.08
H 0.404 -2.757 1.679 -0.05
H -1.048 -2.703 2.102 0.01
O -1.097 -3.363 -0.953 -0.11
H -1.000 -3.215 -0.013 -0.03
H -0.247 -3.706 -1.231 0.05
O 2.855 0.671 2.063 -0.07
H 2.858 0.635 3.019 0.07
H 2.045 1.129 1.842 -0.01
O -1.933 1.270 2.439 -0.07
H -1.375 2.048 2.465 0.00
H -2.207 1.202 1.525 0.02
O -2.659 -1.833 -2.496 -0.07
H -2.372 -1.738 -3.404 0.02
H -1.956 -2.326 -2.073 -0.04
O 0.082 2.814 -2.503 -0.07
H -0.645 2.301 -2.858 -0.01
H 0.036 3.649 -2.969 0.06
O -1.622 -1.411 3.520 -0.05
H -1.801 -0.776 2.827 0.00
H -1.107 -0.925 4.164 0.05
O 0.549 2.640 2.156 -0.05
H 1.113 3.082 1.521 0.06
H 0.915 2.878 3.008 0.06
O 1.012 -1.538 -4.263 -0.05
H 0.103 -1.429 -4.541 0.02
H 0.990 -2.277 -3.656 0.02
O 4.482 0.774 -0.141 -0.07
H 3.858 1.281 -0.660 0.02
H 4.081 0.716 0.727 -0.03
O 1.997 -2.158 2.267 -0.07
H 2.856 -2.553 2.118 0.07
H 2.172 -1.220 2.332 -0.01
O -1.763 3.126 -0.488 -0.07
H -1.431 3.838 0.060 0.03
H -1.033 2.910 -1.068 -0.04
```

Electronic energy (hartree): -1323.0745
Gap between HOMO and LUMO (eV): 10.3
Charge: 0
Relative energy (zero: lowest compared OMol25 entry of this formula, charge and spin) (kJ/mol): 94.47
Lowest unoccupied orbital energy (eV): -0.5

=====

# 4
The following is a DFT calculation (ωB97M-V/def2-TZVPD) of one molecule with the formula C4H4N2.

```
10
Properties=species:S:1:pos:R:3:lowdin_charge:R:1
N 2.262 -0.296 -0.197 0.00
N 1.320 0.654 -0.134 -0.02
C 0.089 0.344 -0.013 -0.33
C -0.762 -0.880 0.157 0.04
C -1.913 -0.383 -0.415 -0.05
C -1.299 0.830 0.031 -0.04
H 1.904 -1.199 0.066 0.07
H 3.168 -0.006 0.259 0.12
H -2.866 -0.677 -0.491 0.06
H -1.903 1.612 0.735 0.15
```

Electronic energy (hartree): -264.1029
Gap between HOMO and LUMO (eV): 8.7
Charge: 0
Relative energy (zero: lowest compared OMol25 entry of this formula, charge and spin) (kJ/mol): 586.87
Lowest unoccupied orbital energy (eV): 0.2

=====

# 5
The following is a DFT calculation (ωB97M-V/def2-TZVPD) of a 8-piece molecular cluster, C24H56N8O8 overall.

```
96
Properties=species:S:1:pos:R:3:lowdin_charge:R:1
C 0.856 3.794 2.571 -0.04
N 1.202 2.889 3.655 0.03
C 0.382 1.916 4.064 -0.52
C 0.923 1.030 5.188 0.02
O -0.676 1.636 3.503 -0.02
H 0.457 3.238 1.721 0.08
H 1.733 4.372 2.309 0.09
H 0.002 4.432 2.820 0.09
H 1.976 3.132 4.247 0.14
H 0.274 1.156 6.053 0.09
H 1.939 1.345 5.431 0.08
H 0.983 -0.027 4.940 0.07
C -4.764 0.072 -1.062 -0.08
N -6.139 -0.117 -1.510 0.03
C -6.617 0.529 -2.593 -0.55
C -8.024 0.234 -3.027 0.00
O -5.938 1.388 -3.145 0.02
H -4.085 -0.687 -1.452 0.07
H -4.801 0.013 0.027 0.07
H -4.353 1.035 -1.346 0.08
H -6.584 -0.911 -1.086 0.13
H -8.604 1.153 -3.031 0.09
H -8.462 -0.479 -2.324 0.07
H -8.088 -0.206 -4.020 0.09
C -2.887 0.070 -4.075 -0.07
N -2.163 -0.443 -5.220 0.00
C -2.368 -1.654 -5.777 -0.56
C -1.431 -2.052 -6.889 -0.01
O -3.293 -2.381 -5.432 0.03
H -2.240 0.710 -3.477 0.08
H -3.260 -0.750 -3.468 0.07
H -3.770 0.642 -4.370 0.08
H -1.493 0.186 -5.625 0.13
H -0.443 -2.337 -6.534 0.08
H -1.342 -1.257 -7.633 0.08
H -1.908 -2.895 -7.384 0.08
C 3.819 -1.721 -2.034 -0.04
N 5.168 -2.233 -1.820 0.02
C 6.334 -1.658 -2.153 -0.55
C 7.579 -2.467 -1.886 0.00
O 6.402 -0.496 -2.562 0.01
H 3.262 -2.448 -2.623 0.09
H 3.767 -0.806 -2.619 0.09
H 3.354 -1.513 -1.074 0.06
H 5.219 -3.156 -1.422 0.14
H 8.433 -1.912 -2.267 0.08
H 7.585 -3.392 -2.468 0.08
H 7.723 -2.683 -0.829 0.08
C -3.815 2.979 1.650 -0.06
N -3.489 2.009 2.677 0.01
C -4.227 0.958 3.063 -0.56
C -3.662 0.117 4.187 0.00
O -5.293 0.641 2.540 0.01
H -2.968 3.119 0.980 0.08
H -4.103 3.926 2.106 0.08
H -4.653 2.612 1.059 0.08
H -2.562 2.096 3.077 0.09
H -2.697 -0.318 3.914 0.05
H -4.311 -0.713 4.445 0.08
H -3.492 0.738 5.069 0.09
C 6.008 0.593 1.018 -0.06
N 5.599 1.021 -0.302 0.02
C 4.921 2.154 -0.523 -0.58
C 4.514 2.385 -1.975 0.01
O 4.663 2.963 0.360 0.01
H 5.215 0.642 1.767 0.07
H 6.781 1.269 1.394 0.09
H 6.399 -0.419 0.953 0.08
H 5.701 0.361 -1.075 0.07
H 4.993 3.324 -2.247 0.08
H 3.428 2.460 -2.023 0.08
H 4.823 1.595 -2.657 0.06
C -1.523 0.517 0.068 -0.09
N -0.289 0.595 0.793 0.04
C 0.897 0.395 0.177 -0.55
C 2.113 0.462 1.091 0.02
O 1.050 0.093 -0.996 0.03
H -2.393 0.586 0.722 0.06
H -1.626 -0.423 -0.483 0.09
H -1.685 1.283 -0.700 0.09
H -0.318 0.934 1.740 0.07
H 2.665 -0.466 0.936 0.07
H 1.884 0.393 2.159 0.07
H 2.670 1.382 0.917 0.07
C -0.602 -2.669 4.292 -0.07
N -0.301 -3.072 2.938 0.01
C 0.950 -3.058 2.435 -0.56
C 1.059 -3.465 0.973 0.01
O 1.971 -2.760 3.037 0.03
H -0.777 -1.602 4.452 0.06
H 0.228 -2.928 4.948 0.09
H -1.476 -3.228 4.621 0.09
H -1.051 -3.108 2.269 0.13
H 1.866 -4.147 0.726 0.08
H 1.155 -2.547 0.392 0.07
H 0.120 -3.974 0.740 0.07
```

Electronic energy (hartree): -1988.1850
Gap between HOMO and LUMO (eV): 9.6
Charge: 0
Relative energy (zero: lowest compared OMol25 entry of this formula, charge and spin) (kJ/mol): 64.02
Lowest unoccupied orbital energy (eV): 0.4

=====

# 6
The following is a DFT calculation (ωB97M-V/def2-TZVPD) of one molecule with the formula C19H22N2O5S.

```
49
Properties=species:S:1:pos:R:3:lowdin_charge:R:1
C -2.404 4.454 3.144 -0.08
C -2.082 3.448 2.047 -0.31
N -0.768 2.878 2.239 -0.14
S -0.068 2.141 0.922 0.64
O -0.124 3.069 -0.164 -0.28
O 1.205 1.658 1.371 -0.28
C -1.139 0.755 0.571 -0.29
C -0.996 -0.405 1.305 -0.04
C -1.832 -1.476 1.047 -0.02
C -2.802 -1.393 0.050 -0.23
C -3.588 -2.615 -0.333 -0.13
C -2.896 -3.332 -1.515 -0.08
C -1.412 -3.437 -1.181 -0.49
O -0.966 -4.326 -0.491 0.08
N -0.690 -2.396 -1.679 0.14
C 0.554 -1.911 -1.245 -0.23
C 1.371 -2.600 -0.357 -0.02
C 2.555 -2.027 0.065 0.02
C 2.945 -0.772 -0.380 -0.21
C 2.112 -0.068 -1.259 -0.21
C 0.931 -0.649 -1.690 0.05
O 2.425 1.179 -1.714 -0.02
C 3.407 1.817 -0.920 -0.15
C 4.574 0.862 -0.680 -0.14
O 4.145 -0.270 0.045 -0.02
C -2.944 -0.204 -0.659 -0.03
C -2.115 0.874 -0.398 -0.05
H -3.364 4.923 2.947 0.07
H -1.636 5.220 3.180 0.08
H -2.449 3.959 4.112 0.07
H -2.039 3.945 1.076 0.11
H -2.860 2.670 2.009 0.12
H -0.657 2.336 3.081 0.11
H -0.212 -0.466 2.042 0.12
H -1.712 -2.397 1.597 0.13
H -4.607 -2.349 -0.621 0.12
H -3.630 -3.302 0.512 0.12
H -3.051 -2.775 -2.439 0.11
H -3.314 -4.332 -1.624 0.12
H -1.185 -1.740 -2.267 0.14
H 1.077 -3.573 -0.003 0.10
H 3.204 -2.549 0.749 0.12
H 0.306 -0.083 -2.364 0.13
H 2.964 2.106 0.041 0.11
H 3.721 2.702 -1.474 0.14
H 4.990 0.545 -1.648 0.14
H 5.356 1.333 -0.082 0.13
H -3.700 -0.127 -1.428 0.12
H -2.190 1.798 -0.950 0.12
```

Electronic energy (hartree): -1621.1276
Gap between HOMO and LUMO (eV): 8.1
Charge: 0
Relative energy (zero: lowest compared OMol25 entry of this formula, charge and spin) (kJ/mol): 144.87
Lowest unoccupied orbital energy (eV): 0.4

=====

# 7
The following is a DFT calculation (ωB97M-V/def2-TZVPD) of one molecule with the formula C4H5NO2.

```
12
Properties=species:S:1:pos:R:3:lowdin_charge:R:1
C -0.411 -2.212 -0.624 -0.04
O 0.415 -1.063 -0.831 -0.01
C 0.074 -0.068 -0.046 -0.53
N -0.888 0.256 0.672 0.30
C 0.298 1.326 -0.118 -0.02
C 0.621 2.248 0.990 -0.27
O 0.086 2.177 2.069 0.05
H -0.177 -2.632 0.355 0.10
H -1.478 -1.962 -0.667 0.10
H -0.139 -2.898 -1.422 0.09
H 0.284 1.756 -1.133 0.14
H 1.315 3.073 0.755 0.12
```

Electronic energy (hartree): -360.5225
Gap between HOMO and LUMO (eV): 10.0
Charge: 0
Relative energy (zero: lowest compared OMol25 entry of this formula, charge and spin) (kJ/mol): 385.70
Lowest unoccupied orbital energy (eV): 0.3

=====

# 8
The following is a DFT calculation (ωB97M-V/def2-TZVPD) of one molecule with the formula C2H7NS2.

```
12
Properties=species:S:1:pos:R:3:lowdin_charge:R:1
C 1.694 -0.872 -0.804 -0.22
N 1.512 -0.986 0.611 -0.61
S 0.049 -0.920 1.354 0.59
S -0.636 1.462 0.897 0.37
C -2.320 1.150 0.179 -0.53
H 1.536 0.110 -1.155 0.04
H 2.759 -1.270 -1.012 0.10
H 1.092 -1.647 -1.430 0.11
H 2.119 -0.302 1.056 0.06
H -2.182 0.701 -0.876 0.05
H -2.906 2.112 0.249 0.03
H -2.716 0.462 0.933 -0.01
```

Electronic energy (hartree): -931.4649
Gap between HOMO and LUMO (eV): 8.1
Charge: 0
Relative energy (zero: lowest compared OMol25 entry of this formula, charge and spin) (kJ/mol): 154.06
Lowest unoccupied orbital energy (eV): -0.5

=====

no.,E_HOMO (eV)
1,-11.24
2,-8.31
3,-10.87
4,-8.46
5,-9.19
6,-7.64
7,-9.71
8,-8.58